1.
This record from the Open Molecules 2025 dataset describes C25H22F6N5O8PS3Ti as an isolated structure at a distorted geometry. The level of theory is ωB97M-V with the def2-TZVPD basis set.

```
71
C25H22F6N5O8PS3Ti (ωB97M-V with the def2-TZVPD basis set)
H 0.32 -2.86 -2.40
Ti -0.80 0.12 1.32
F -1.18 -4.76 2.08
O -0.61 1.12 -0.34
O -2.47 -0.48 0.69
C -0.43 -0.17 5.56
C -3.28 2.39 2.08
O -0.06 -1.53 0.45
P 1.06 -0.13 -2.13
N -2.00 2.75 2.01
H 4.31 -2.74 -4.72
H 4.56 1.46 3.47
C -0.18 2.11 -1.07
C 0.70 1.68 -2.25
N -4.10 3.25 1.38
C -2.84 -2.25 -3.44
H -3.75 -2.78 -3.72
N -1.01 1.89 2.24
C 2.22 0.50 -4.71
H -0.28 4.46 2.94
C 2.35 -0.02 1.41
H 4.44 -0.31 1.71
C 2.07 -0.40 -3.66
H -3.72 -0.30 -3.59
H 4.55 -1.11 -6.57
C 1.28 1.63 2.65
O 0.89 -3.77 0.34
F -0.44 -0.60 6.88
O -0.50 3.27 -0.94
F 0.54 0.87 5.59
H 0.81 3.84 4.21
H -1.71 0.88 -2.89
H 3.21 0.97 -6.56
H -1.71 -4.05 -3.10
C 3.63 1.24 2.97
C 3.10 0.25 -5.75
H -3.64 3.60 0.55
H 0.20 2.00 -3.16
C 3.57 0.26 2.00
C -1.67 -0.20 -2.99
N 1.18 -2.45 2.47
C 2.84 -1.57 -3.68
O -0.69 -0.73 2.90
F -1.60 0.52 5.45
O -3.49 0.99 -0.69
C -0.51 -0.90 -2.68
C -0.55 -2.30 -2.72
C -2.83 -0.87 -3.37
C 3.72 -1.83 -4.73
S -3.94 1.16 3.02
S 0.28 -1.60 3.87
H 2.76 -2.27 -2.86
C 2.48 1.94 3.29
N 1.24 0.65 1.72
H 1.64 1.42 -4.72
O -0.47 -2.75 4.36
F -1.85 -3.73 0.30
C -0.08 3.63 3.62
H -3.72 -1.00 -0.80
C 0.04 2.36 2.85
C 3.85 -0.92 -5.77
H -0.94 3.55 4.29
F -2.25 -2.90 2.24
H 1.66 2.20 -2.18
S 0.36 -2.76 1.25
H -4.98 2.80 1.17
C -1.70 -2.97 -3.10
H 2.25 -0.77 0.65
C -3.25 -0.13 -0.30
C -1.34 -3.55 1.55
H 2.49 2.70 4.05
```

Summary:
orbital gap	5.8	eV
E_tot	-131331.119	eV
ΔE to the lowest compared entry with this formula, charge and spin	46.0	kcal/mol
net charge	-2

2.
This record from the Open Molecules 2025 dataset describes C25H22F6N5O8PS3Ti as an isolated structure. The level of theory is ωB97M-V with the def2-TZVPD basis set.

```
71
C25H22F6N5O8PS3Ti (ωB97M-V with the def2-TZVPD basis set)
H 3.77 -3.43 2.98
H 4.04 -3.30 0.72
C -2.90 -0.19 2.20
H 3.96 -2.02 -0.50
P -0.12 1.52 -0.12
N 1.95 -0.79 0.62
S 4.40 1.08 0.95
H -0.88 -2.13 3.73
H 4.42 1.88 -1.61
O -0.19 -1.55 -0.65
O -2.70 -0.71 3.28
H 0.25 -3.56 5.45
H 2.49 4.39 -3.17
O 0.29 2.41 3.53
H 1.65 3.71 -0.96
H 2.61 -4.26 5.04
H 1.91 3.07 -5.18
H 4.80 -1.70 1.02
C 3.49 0.58 -0.42
N 3.92 1.01 -1.66
O 0.20 0.46 2.47
C -2.18 3.14 0.91
H -4.39 2.74 -2.23
C -3.78 2.86 -1.34
H -0.34 0.36 -2.77
H 0.45 1.07 -4.96
H -5.20 4.07 -0.29
C -3.43 3.74 0.87
O -2.08 -0.15 1.19
C 1.88 3.51 -3.08
O -1.08 -5.00 1.81
H -3.85 0.33 1.97
N 0.77 -2.04 2.52
C -1.72 2.39 -0.19
C 0.40 1.75 2.52
N -0.22 -4.07 -0.32
C 0.82 2.36 1.19
C 0.76 1.63 -4.09
F -3.86 1.82 -4.50
O -1.47 -2.62 1.34
F -3.86 -4.20 1.02
C 0.29 1.23 -2.84
S 0.08 -2.88 -1.48
H 1.87 2.10 1.03
C 3.96 -2.22 0.57
F -2.05 1.37 -5.64
C 1.40 3.12 -1.83
F -3.17 -3.45 -0.88
C -2.74 0.92 -4.48
N 2.38 -0.11 -0.47
C 0.15 -2.45 3.62
C 1.55 2.76 -4.21
H -2.22 1.68 -2.18
H 0.72 3.44 1.23
C 0.61 1.98 -1.71
C 2.05 -2.36 2.30
C -2.53 2.25 -1.31
H 3.17 0.99 -2.35
C -2.90 -4.31 0.10
C 2.67 -1.74 1.12
Ti -0.29 -0.83 1.06
S -1.23 -3.98 0.81
C -4.23 3.60 -0.26
H -3.77 4.31 1.72
C 0.78 -3.24 4.56
C 2.74 -3.18 3.19
F -2.96 -5.55 -0.41
F -3.35 -0.24 -4.99
O 1.52 -3.00 -1.70
C 2.09 -3.62 4.33
H -1.56 3.24 1.80
```

Summary:
orbital gap	5.7	eV
E_tot	-131332.770	eV
ΔE to the lowest compared entry with this formula, charge and spin	7.9	kcal/mol
net charge	-2

3.
This record from the Open Molecules 2025 dataset describes C25H22GeNOTcTe as an isolated structure at a distorted geometry. The level of theory is ωB97M-V with the def2-TZVPD basis set.

```
52
C25H22GeNOTcTe (ωB97M-V with the def2-TZVPD basis set)
C -4.25 -2.36 -0.63
H -3.59 -1.03 -3.54
Ge 1.37 0.70 0.56
C 2.82 -1.69 0.00
C -0.72 3.93 2.15
C -0.17 2.97 1.33
O -2.26 -1.91 0.61
H -7.12 -3.09 -2.23
H 3.90 -3.44 -0.60
H 1.56 1.20 3.65
H -0.38 3.01 0.26
C 0.38 2.93 4.03
C 3.33 2.14 -0.99
C 1.90 2.29 -3.38
H 3.98 -2.50 3.57
H 2.59 -0.53 3.17
H 2.53 -1.46 -1.02
C -3.55 -2.54 0.69
H -0.85 4.68 4.15
N -3.59 -1.72 -1.60
C 3.89 2.74 -2.11
C -6.13 -2.71 -2.06
C -5.53 -2.86 -0.82
H -6.03 -3.38 -0.01
C 2.44 -0.85 1.04
H -5.86 -1.90 -4.04
C -0.18 -0.19 -0.41
C -5.43 -2.05 -3.06
H 1.32 2.38 -4.28
H -4.11 -2.05 1.49
C -4.17 -1.57 -2.79
H 4.89 3.15 -2.06
C 0.65 1.97 1.84
Tc -1.48 -0.99 -1.16
H 3.92 2.09 -0.08
C 1.36 1.70 -2.24
C 3.18 2.80 -3.30
H 0.60 2.92 5.09
C 3.65 -2.28 2.57
C 4.02 -3.10 1.52
H 0.28 1.48 -2.25
C 2.06 1.58 -1.04
H -3.41 -3.60 0.92
H -1.34 4.71 1.73
C 2.86 -1.16 2.33
H 4.64 -3.97 1.70
H 3.62 3.28 -4.17
C 3.60 -2.81 0.23
C -0.44 3.92 3.51
Te 0.15 -0.81 -2.94
H -1.78 -1.98 1.45
C 0.92 1.96 3.21
```

Summary:
orbital gap	5.5	eV
E_tot	-95808.204	eV
ΔE to the lowest compared entry with this formula, charge and spin	0.0	kcal/mol
net charge	+2

4.
This record from the Open Molecules 2025 dataset describes C25H22N5O4Ru as an isolated structure. The level of theory is ωB97M-V with the def2-TZVPD basis set.

```
57
C25H22N5O4Ru (ωB97M-V with the def2-TZVPD basis set)
H 3.95 -2.48 -1.49
C 1.65 -0.59 4.06
C -3.23 0.74 -0.32
C -0.67 -1.08 4.35
C -2.99 -0.63 -0.87
C 0.13 -2.55 -1.17
C 2.65 -4.14 -1.43
C 2.61 1.61 -0.25
H 3.69 1.58 -0.38
C -2.27 -3.06 -1.83
C 0.62 -1.11 4.83
H -4.58 2.03 -0.05
H -4.34 -3.32 -2.35
C -0.15 1.89 -2.61
H 3.64 2.09 -2.77
Ru -0.19 0.30 0.14
H -1.95 -4.02 -2.21
N 0.56 1.69 -1.50
C 2.38 0.64 1.98
H -1.88 -0.48 2.67
O 0.96 -1.45 -1.59
H -5.00 -1.08 -1.46
H 3.26 -1.32 0.89
O -2.33 1.42 0.13
C -0.89 -0.53 3.10
C 0.44 2.18 -3.84
C 2.56 2.03 -2.75
H 3.36 -4.86 -1.82
H -1.50 -1.46 4.92
C 1.82 2.24 -3.90
H 3.57 -0.54 -0.64
O 0.31 -3.75 -1.82
C 1.35 -0.05 2.83
C -1.35 -2.20 -1.26
C 2.97 -2.86 -1.24
H 2.67 -0.60 4.42
C 1.05 -4.00 0.33
H 2.31 2.45 -4.84
C 2.77 -0.81 0.05
H 2.38 2.50 0.34
C -3.60 -2.67 -1.91
H 1.03 -5.59 -1.22
C 1.25 -4.55 -1.05
C -3.97 -1.42 -1.42
H 2.31 1.71 2.18
N 0.84 -2.62 0.12
H 0.83 -1.54 5.80
H -1.23 1.84 -2.51
H -0.18 2.34 -4.71
N 0.10 -0.03 2.35
H 1.50 -4.38 1.23
C 1.90 1.76 -1.57
N 2.14 0.44 0.54
O -4.49 1.13 -0.40
N -1.71 -1.01 -0.80
C 1.97 -1.90 -0.64
H 3.39 0.33 2.26
```

Summary:
2S+1	6
orbital gap (spin up / spin down)	7.6 / 7.8	eV
E_tot	-44487.929	eV
net charge	+2

5.
This record from the Open Molecules 2025 dataset describes C25H23AlClO2P as an isolated structure at a distorted geometry. The level of theory is ωB97M-V with the def2-TZVPD basis set.

```
53
C25H23AlClO2P (ωB97M-V with the def2-TZVPD basis set)
H 0.85 5.32 -3.14
C 1.26 3.21 -3.42
H -0.68 2.67 -0.09
H 2.89 -0.53 -0.69
C 0.02 4.11 -1.54
C 0.47 1.39 5.24
C -3.43 -1.91 -1.57
C 3.46 -1.85 -2.31
C -0.19 2.25 6.29
O 1.64 1.21 5.32
H -0.27 -1.66 -3.43
C 0.39 -2.37 2.48
H -1.68 -2.07 -0.30
Al 0.09 -0.11 2.92
C 0.22 -1.49 4.63
C 3.03 -2.56 -3.44
H -2.04 -1.36 4.62
H 1.34 -3.05 -4.71
O -0.39 0.91 4.34
C -4.07 -1.17 -2.58
H 0.25 3.25 6.27
H -3.94 0.54 -3.90
H 0.81 -2.78 1.56
C 0.72 4.31 -2.74
P 0.10 0.06 -0.95
H 1.82 3.35 -4.35
H 1.52 1.06 -3.45
C 1.10 1.91 -2.91
C 0.39 1.70 -1.71
C 1.69 -2.50 -3.83
H 0.03 1.85 7.28
Cl 1.78 0.90 2.35
H 4.50 -1.90 -2.00
H 3.74 -3.17 -4.01
C -1.53 -0.36 -1.64
C -2.18 -1.50 -1.09
C 2.55 -1.08 -1.58
H -0.41 4.96 -1.01
H -5.05 -1.49 -2.95
C 0.77 -1.71 -3.11
C -0.14 2.82 -1.03
H 0.51 -1.12 5.61
C -2.19 0.37 -2.65
H -1.71 1.25 -3.08
H -3.91 -2.79 -1.15
C 1.19 -0.99 -1.97
C -1.12 -1.64 4.10
C -1.01 -2.16 2.77
C 1.15 -1.96 3.64
H -1.25 2.34 6.18
C -3.45 -0.04 -3.12
H -1.85 -2.40 2.11
H 2.24 -2.00 3.75
```

Summary:
orbital gap	8.0	eV
E_tot	-58804.007	eV
ΔE to the lowest compared entry with this formula, charge and spin	12.4	kcal/mol

6.
This record from the Open Molecules 2025 dataset describes a 4-piece molecular cluster, C25H23BF24O8 overall at a distorted geometry. The level of theory is ωB97M-V with the def2-TZVPD basis set.

```
81
C25H23BF24O8 (ωB97M-V with the def2-TZVPD basis set)
H 2.67 -3.40 1.08
C 0.23 -2.53 0.04
H 1.79 1.11 2.09
H -3.06 -2.54 -3.81
F -0.26 3.39 2.15
O -1.79 5.54 -2.74
H 6.82 -5.41 1.46
F 7.46 -4.26 3.97
C -2.73 -3.14 0.32
F -3.52 6.78 0.13
O 1.55 -2.20 0.05
H 6.36 -6.59 3.78
C 5.66 -5.76 3.91
H -3.26 4.56 -1.61
H -0.54 -4.54 -3.72
O 0.94 -2.95 -3.07
H 7.34 -3.77 1.68
C -2.44 5.37 -3.99
F 4.16 -4.69 -0.58
H 2.08 -1.23 -2.53
F -4.91 6.65 -3.14
H -1.94 5.29 -0.76
F 1.74 1.81 5.45
C -0.13 -0.76 -2.09
C 0.87 1.97 4.42
F 3.23 -4.18 2.81
F 4.73 -6.02 1.02
F -3.65 4.81 -3.78
C 4.35 -4.74 0.76
H -2.05 -4.75 2.06
H 0.59 -4.21 1.81
F -0.27 3.87 5.33
C -2.51 6.66 -4.83
O 0.70 0.68 3.84
F 5.49 -3.39 3.71
C -0.81 -1.77 -1.02
C -0.34 2.52 1.12
C 3.05 -4.34 1.48
C 0.86 0.63 2.42
C 6.49 -4.44 1.85
H 1.02 -0.44 2.21
F 2.09 -5.29 1.33
H -0.84 -0.19 -2.82
H -1.51 6.96 -5.16
C -0.35 1.06 1.57
O -4.28 -0.34 -1.13
H -4.08 -0.40 -0.14
F -1.50 2.82 0.46
C -2.25 -2.08 -0.84
H 0.46 0.07 -1.46
F -1.72 4.43 -4.67
C -1.68 -3.95 1.28
C -0.44 2.57 4.96
C -0.15 -3.43 -3.93
O -4.04 -3.39 0.48
F 1.50 2.78 3.53
C -4.86 6.77 -1.79
F 4.49 -6.10 3.33
F -2.72 7.82 -1.60
C -2.64 5.46 -1.59
O 5.44 -3.87 1.04
C -3.67 -1.64 -3.38
H -5.48 5.99 -1.35
F -0.36 0.27 0.45
H -0.80 2.01 5.82
B -3.38 -1.35 -1.79
C 6.25 -4.46 3.37
H 0.49 2.71 0.44
H -3.50 -0.63 -4.00
C -3.44 6.73 -1.24
F -3.04 7.69 -4.13
F 5.41 -5.65 5.24
C -0.23 -3.66 1.14
O -0.72 -2.77 -4.94
F -1.42 2.57 4.03
F -5.45 7.97 -1.50
H 1.08 -0.98 -4.13
F -3.30 6.49 -5.92
H -4.83 -1.87 -3.49
C 1.04 -1.48 -3.05
F -1.49 0.75 2.25
```

Summary:
structure (SMILES)	CB(O)C1=C(CCOC=O)C(=O)C=CC1=O.FC(F)C(F)(F)COC(F)(F)C(F)F.FC(F)C(F)(F)COC(F)(F)C(F)F.FC(F)C(F)(F)COC(F)(F)C(F)F
orbital gap	8.1	eV
E_tot	-108565.949	eV

7.
This record from the Open Molecules 2025 dataset describes C25H23ClInN2O2P as an isolated structure at a distorted geometry. The level of theory is ωB97M-V with the def2-TZVPD basis set.

```
55
C25H23ClInN2O2P (ωB97M-V with the def2-TZVPD basis set)
C 1.47 4.08 -4.23
C 0.63 3.26 -4.98
C 0.54 -0.93 3.14
H 1.04 -1.51 5.13
H 0.35 3.54 -5.98
C 1.25 -3.51 -4.09
H 4.18 -1.81 -4.18
H 1.87 5.03 -4.63
C 2.33 -1.02 -3.47
O -0.96 1.34 7.08
H -3.22 -0.93 -6.23
C -0.76 0.95 2.86
C 0.51 -0.80 4.52
O 3.46 -1.60 0.18
C -1.73 -0.29 -3.24
C 0.13 2.06 -4.46
C 2.48 -0.98 0.08
In 0.20 -1.02 -0.02
C 1.37 2.47 -2.41
C 0.96 -1.28 -3.22
C -0.28 0.41 6.59
H -5.01 -0.33 -2.37
C -2.89 -0.19 -2.44
H 1.66 2.16 -1.40
H -1.40 1.98 4.63
H -0.85 3.16 0.20
H -2.79 0.04 -1.37
C -3.13 -0.73 -5.16
H -1.21 1.66 2.14
N -0.11 -0.12 2.28
C -4.29 -0.67 -4.37
C 0.42 -2.54 -3.54
H 2.48 4.28 -2.33
C 0.50 1.65 -3.17
H -5.29 -0.82 -4.81
H 1.13 -1.73 2.67
H -0.55 1.47 -5.08
H 2.73 -0.01 -3.24
H -0.65 -2.74 -3.37
H 3.23 -4.04 -4.79
C 1.82 3.66 -2.94
C -1.86 -0.56 -4.61
H 0.31 -0.32 8.40
H -1.49 2.76 0.11
C -0.20 0.24 5.11
H 0.98 -1.19 7.06
C -0.85 1.14 4.24
N 0.37 -0.47 7.40
C -4.13 -0.40 -3.01
P -0.08 0.03 -2.50
C 3.13 -2.04 -3.99
C 2.60 -3.28 -4.31
H 0.81 -4.47 -4.38
Cl -1.28 -2.87 0.25
H -0.99 -0.63 -5.27
```

Summary:
orbital gap	6.2	eV
E_tot	-60342.860	eV
net charge	+2

8.
This record from the Open Molecules 2025 dataset describes C25H23ClN2PRh as an isolated structure at a distorted geometry. The level of theory is ωB97M-V with the def2-TZVPD basis set.

```
53
C25H23ClN2PRh (ωB97M-V with the def2-TZVPD basis set)
C -1.22 1.78 -1.68
H 5.02 2.64 0.83
C -4.03 -2.73 -1.32
H -4.98 -4.42 -0.37
H -3.76 3.38 3.82
C -3.40 -3.61 0.85
H -4.63 -2.80 -2.23
H -2.95 -0.98 -1.99
H -1.58 2.33 4.42
H 0.06 1.97 -4.84
C -0.19 -0.33 -2.33
C 6.17 0.20 -0.27
H -3.54 -4.33 1.65
H -3.77 1.18 0.10
N 4.47 1.80 0.72
Rh 0.87 -0.28 1.12
C -1.55 1.05 2.67
N 2.76 0.43 0.77
C 3.81 -0.26 0.16
H 0.59 1.08 0.38
C -2.10 0.82 1.41
C 6.30 -1.13 -0.70
Cl 1.30 -2.07 2.50
H -1.71 2.40 -0.92
C -2.40 -2.64 0.96
C -3.92 2.33 1.94
H 0.67 1.26 1.42
H 3.06 -2.22 -0.20
H 0.09 -1.35 -2.08
C 4.91 0.61 0.14
C -3.08 -1.72 -1.19
C -0.89 2.32 -2.93
C 3.18 1.67 1.08
H 5.34 -3.03 -1.01
C -2.09 2.04 3.51
H 0.73 -0.37 -4.28
C -4.21 -3.66 -0.29
H -0.63 0.50 2.93
H -1.17 3.35 -3.17
C 5.20 -2.00 -0.68
C 0.17 0.23 -3.56
H -4.87 2.79 1.66
C 3.93 -1.58 -0.26
H 7.01 0.91 -0.26
P -1.15 -0.26 0.27
C -0.91 0.45 -1.40
H 2.59 2.45 1.56
C -3.30 2.65 3.15
C -3.31 1.42 1.06
C -2.27 -1.66 -0.04
C -0.20 1.54 -3.87
H 7.27 -1.50 -1.05
H -1.70 -2.64 1.80
```

Summary:
2S+1	5
orbital gap (spin up / spin down)	6.5 / 3.2	eV
E_tot	-54078.142	eV
ΔE to the lowest compared entry with this formula, charge and spin	25.1	kcal/mol
net charge	+2

The highest E_tot belongs to which entry?
C25H22N5O4Ru

Which formula does entry 4 have?
C25H22N5O4Ru

The highest E_tot belongs to which entry?
C25H22N5O4Ru